Entry 1:
88
Properties=species:S:1:pos:R:3:forces:R:3 method="wB97M-V/def2-TZVPD" lumo_energy_ev="-0.439 / -1.885" total_energy_ha=-3242.694069 charge=0 orbital_gap_ha="0.280 / 0.240" spin_multiplicity=2
Ta -0.03528 -0.20961 0.81144 0.68 -0.19 -0.16
O 0.61844 1.02195 2.18362 0.12 -0.12 0.17
C 1.45331 1.01517 3.21972 -0.08 0.08 -0.05
C 2.06721 2.21059 3.59887 -0.01 -0.06 0.02
C 2.91580 2.23217 4.68618 0.01 0.02 0.00
C 3.16866 1.07293 5.42333 0.00 0.01 0.00
C 2.56245 -0.10558 5.05166 0.00 0.00 -0.01
C 1.70300 -0.15541 3.94548 0.02 -0.07 0.04
C 1.11308 -1.41506 3.57147 0.03 0.04 -0.01
N 0.39168 -1.60251 2.52502 -0.10 -0.11 -0.02
N -0.02021 -2.92301 2.33362 0.05 0.14 0.01
C -0.77130 -2.98403 1.27977 0.05 -0.15 0.12
O -1.13173 -1.92043 0.61669 -0.10 -0.12 -0.02
C -1.27189 -4.29714 0.81911 -0.09 0.09 -0.06
C -2.07941 -4.35275 -0.31195 -0.01 -0.05 -0.02
C -2.56058 -5.57321 -0.76327 0.02 0.03 0.02
C -2.23440 -6.73791 -0.08542 0.00 -0.02 0.00
C -1.42333 -6.68396 1.04196 0.00 -0.03 0.00
C -0.94053 -5.46928 1.49482 0.00 0.05 0.01
H 1.85727 3.09858 3.01722 0.02 0.02 0.01
H 3.39059 3.16270 4.97095 0.00 -0.01 0.00
H 3.83434 1.10164 6.27466 0.00 0.00 0.00
H 2.74861 -1.01759 5.60659 0.00 0.00 0.00
H 1.30460 -2.28575 4.19437 0.01 0.00 0.01
H -2.31609 -3.43699 -0.83556 0.00 0.00 0.00
H -3.18609 -5.61483 -1.64539 0.00 0.00 0.00
H -2.60839 -7.69084 -0.43763 0.01 0.00 0.01
H -1.16442 -7.59500 1.56577 0.00 0.00 0.00
H -0.30353 -5.40998 2.36618 0.00 -0.01 0.00
O 0.04588 -0.25857 -2.40496 -0.15 0.00 -0.04
P 1.21301 0.76473 -1.99252 0.15 -0.05 0.22
O 1.40000 1.84966 -2.94970 0.03 0.03 0.00
O 0.87643 1.11203 -0.51060 -0.17 -0.32 -0.46
O 2.51025 -0.18444 -1.86917 -0.15 -0.02 0.17
P 2.70752 -1.17035 -0.58878 -0.16 -0.06 -0.23
O 3.18286 -0.17496 0.58747 0.13 -0.06 -0.02
O 3.68044 -2.21915 -0.86445 -0.01 -0.02 -0.02
O 1.25756 -1.52009 -0.17876 0.21 0.54 0.32
H -0.39554 0.01530 -3.21727 0.08 0.05 -0.02
H 4.13838 -0.25671 0.69960 -0.02 0.03 0.08
C -3.57028 0.08006 -0.74972 0.00 -0.03 0.02
C -2.47413 1.05385 -0.39061 -0.22 -0.19 -0.17
O -2.44929 2.15389 -0.98337 0.08 0.05 0.13
N -1.61001 0.69723 0.55142 -0.47 0.34 -0.09
Te -0.79123 3.71383 0.40081 0.19 0.08 0.02
C -2.07120 5.32595 0.84660 -0.25 -0.13 0.12
C -3.36955 5.01034 1.27208 -0.01 0.11 0.02
C -3.87286 3.60155 1.45002 0.08 -0.04 0.05
C -4.25249 6.05283 1.53998 0.04 0.00 0.00
C -3.87335 7.38040 1.42221 -0.01 0.02 0.00
C -4.83383 8.49429 1.73500 0.00 -0.01 0.00
C -2.56276 7.65913 1.05469 0.04 0.02 -0.03
C -1.64202 6.65901 0.76791 -0.06 0.05 0.00
C -0.23453 7.06192 0.42028 0.01 -0.02 0.01
C 0.04448 4.46677 -1.36249 0.09 -0.11 0.00
C -0.74166 4.89980 -2.43471 0.00 0.01 -0.06
C -2.24572 4.95920 -2.40778 0.02 0.00 0.05
C -0.08089 5.32525 -3.58334 -0.06 0.00 0.03
C 1.30141 5.33493 -3.68189 0.04 0.01 0.00
C 1.98514 5.73412 -4.95884 0.00 -0.01 0.02
C 2.04716 4.92712 -2.58415 -0.02 0.02 0.00
C 1.44605 4.47760 -1.41980 0.02 0.01 -0.08
C 2.32290 4.02707 -0.28059 -0.01 0.01 -0.02
H -4.44173 0.31288 -0.13281 0.00 0.00 -0.01
H -3.26171 -0.94090 -0.53479 0.00 0.00 0.01
H -3.84798 0.19862 -1.79491 -0.01 0.01 0.00
H -3.11061 2.92180 1.84386 -0.02 0.04 -0.04
H -4.22104 3.18877 0.50308 0.01 -0.01 -0.03
H -4.70188 3.59534 2.15651 -0.02 -0.01 -0.03
H -5.26220 5.81410 1.85621 0.01 0.00 0.00
H -5.86625 8.15265 1.67436 0.00 0.01 0.00
H -4.70584 9.32915 1.04603 0.00 0.00 0.00
H -4.66657 8.87384 2.74521 0.00 0.00 0.00
H -2.23942 8.69321 0.99649 0.00 -0.01 0.00
H -0.08154 8.11441 0.65308 0.01 0.00 0.02
H -0.01304 6.90941 -0.63571 0.00 0.02 0.00
H 0.49326 6.48113 0.99277 0.02 0.00 -0.03
H -2.68435 4.03466 -2.03633 0.02 0.02 -0.02
H -2.62590 5.14180 -3.41180 -0.01 -0.01 0.00
H -2.58914 5.77416 -1.76678 -0.02 0.02 -0.01
H -0.67507 5.64794 -4.43137 0.00 0.00 0.00
H 1.28832 6.19565 -5.65720 0.00 0.00 0.00
H 2.41416 4.85279 -5.43961 0.00 0.01 -0.01
H 2.79901 6.43490 -4.76879 0.00 -0.01 0.00
H 3.12943 4.92108 -2.64966 0.00 0.00 0.00
H 3.37003 4.09652 -0.57108 0.00 0.00 0.02
H 2.12594 2.99030 0.00099 -0.02 0.03 0.00
H 2.17941 4.65620 0.60213 0.01 0.00 0.03

Entry 2:
19
Properties=species:S:1:pos:R:3:forces:R:3 method="wB97M-V/def2-TZVPD" lumo_energy_ev=1.109 total_energy_ha=-198.868168 charge=0 orbital_gap_ha=0.453
C 0.99276 0.29394 -2.38662 -0.88 1.45 0.44
C 1.24519 -0.03929 -0.90779 0.27 -0.40 -1.39
C 1.83587 1.15076 -0.18281 0.14 0.44 1.43
H 1.93873 0.45347 -2.89874 -0.16 -0.42 -0.46
H 0.45331 1.25530 -2.45286 0.45 0.15 0.27
H 0.22556 -0.29827 -2.88038 0.71 -0.93 -0.21
H 0.29348 -0.35467 -0.49022 -0.01 0.14 0.40
H 1.89216 -0.91983 -0.92020 0.07 0.03 0.45
H 2.91308 1.35850 -0.16571 -0.01 -0.49 -1.02
H 1.34233 2.06442 -0.52166 0.00 0.00 0.19
H 1.70356 1.06229 0.90406 -0.54 0.03 -0.11
C -2.33172 -0.94258 1.03278 0.93 -0.23 0.21
C -1.62506 -0.49594 2.33853 -0.10 -0.29 -0.94
H -2.84006 -1.89795 1.16803 -0.32 0.25 -0.14
H -2.97208 -0.16960 0.60954 -0.25 -0.13 0.26
H -1.55499 -1.09396 0.28293 -0.11 -0.27 -0.13
H -1.31937 -1.33346 2.96230 -0.47 -0.15 0.15
H -2.28782 0.18769 2.86488 0.47 0.08 0.35
H -0.66241 -0.07450 2.05088 -0.18 0.73 0.24

Entry 3:
20
Properties=species:S:1:pos:R:3:forces:R:3 method="wB97M-V/def2-TZVPD" lumo_energy_ev=0.599 total_energy_ha=-365.402896 charge=0 orbital_gap_ha=0.350
C 0.11994 -1.75534 2.14472 -0.54 1.25 -1.33
C -0.62488 -0.40095 2.14087 0.28 -0.23 0.72
N 0.32266 0.71677 2.24642 -0.30 0.03 -0.11
C 0.92231 1.14792 0.99546 -0.16 0.03 -0.55
C -0.06249 1.78048 0.01968 -0.32 0.33 -0.29
O 0.60034 2.21075 -1.18064 -0.18 -0.17 0.45
H 1.11961 -1.55574 1.78391 0.41 -0.20 0.22
H 0.10855 -2.21946 3.09229 0.26 -0.45 1.06
H -0.33618 -2.40939 1.41824 -0.21 -0.45 -0.13
H -1.30312 -0.36756 1.28800 0.06 0.24 -0.29
H -1.27081 -0.30999 3.01772 0.01 -0.19 -0.02
H -0.13217 1.49053 2.71445 0.12 0.08 -0.09
H 1.71444 1.87786 1.16979 0.07 -0.11 0.18
H 1.37019 0.28378 0.49853 0.13 0.01 0.08
H -0.54609 2.64565 0.49714 0.08 -0.07 0.07
H -0.85862 1.08346 -0.25946 0.04 -0.11 0.16
H -0.10262 2.54215 -1.74969 0.25 0.02 -0.12
O -0.87405 -2.99114 -5.33461 -0.09 -0.17 -0.21
H -0.90699 -2.69401 -4.42437 -0.01 0.04 0.18
H -1.46624 -3.75165 -5.37496 0.10 0.13 0.03

Entry 4:
97
Properties=species:S:1:pos:R:3:forces:R:3 method="wB97M-V/def2-TZVPD" lumo_energy_ev="-3.704 / -4.385" total_energy_ha=-4387.171228 charge=+1 orbital_gap_ha="0.248 / 0.225"
Rh 0.40832 1.11028 -0.04229 0.84 -0.52 1.39
S 1.89210 1.58509 1.87261 0.07 0.32 -0.08
C 0.43987 2.40977 2.26672 0.10 0.07 0.00
N -0.54801 2.29759 1.41065 0.00 -0.02 -0.14
C -1.61632 3.13713 1.74067 -0.01 0.01 -0.06
C -2.77834 3.36833 1.00782 0.00 -0.01 0.00
C -3.71842 4.24194 1.51660 -0.01 0.01 0.02
C -3.52403 4.89085 2.73880 -0.01 0.00 -0.01
C -2.36578 4.69135 3.46330 0.01 -0.02 -0.01
C -1.41469 3.81893 2.94695 -0.02 0.01 0.01
S 0.14610 3.43465 3.61661 -0.03 0.01 0.02
H -2.93182 2.89018 0.05338 -0.01 -0.01 0.02
H -4.62093 4.43176 0.95085 0.00 0.00 0.00
H -4.27852 5.56928 3.11279 0.00 0.00 0.00
H -2.19504 5.20881 4.39765 0.00 0.00 0.00
Cl -1.12234 3.50997 -1.98680 0.00 0.04 0.00
C -0.93194 2.44606 -3.34353 -0.02 0.00 -0.03
C -0.72534 3.00815 -4.59103 0.00 0.00 0.00
C -0.64177 2.18305 -5.70197 0.00 0.01 0.00
C -0.78572 0.81071 -5.56528 0.00 0.00 0.01
C -0.98335 0.25779 -4.31046 0.03 0.00 -0.02
C -1.04176 1.06462 -3.17368 0.04 0.02 0.01
P -1.18242 0.36562 -1.50850 -0.18 -0.27 -0.09
C -2.90097 0.57895 -0.98609 0.02 0.04 0.00
C -3.88059 1.04566 -1.85541 0.00 0.01 -0.01
C -5.18513 1.20745 -1.40688 0.00 0.00 0.00
C -5.51746 0.88804 -0.09880 0.00 -0.01 0.00
C -4.54359 0.41368 0.77141 0.01 0.02 -0.01
C -3.23909 0.27202 0.33201 0.00 0.01 0.02
C -1.00051 -1.44342 -1.70838 -0.07 0.02 -0.06
C -1.94738 -2.31826 -1.17571 0.05 0.00 0.00
C -1.74060 -3.69196 -1.21109 -0.01 0.01 0.00
C -0.59545 -4.21043 -1.79282 0.00 0.00 0.00
C 0.33976 -3.34903 -2.35107 0.01 0.01 -0.01
C 0.14447 -1.97825 -2.30734 0.00 0.00 0.03
H -0.63659 4.08157 -4.68272 0.00 0.00 0.00
H -0.47433 2.61937 -6.67747 0.00 0.00 0.00
H -0.73950 0.16778 -6.43348 0.00 0.00 0.00
H -1.08741 -0.81371 -4.21169 -0.01 0.01 -0.01
H -3.62853 1.29203 -2.87945 0.00 0.00 0.00
H -5.94212 1.58030 -2.08391 0.00 0.00 0.00
H -6.53521 1.01391 0.24617 0.00 0.00 0.00
H -4.79801 0.17949 1.79673 0.00 0.00 0.00
H -2.47138 -0.05738 1.02470 0.01 0.01 0.01
H -2.85924 -1.94099 -0.73755 -0.03 0.02 0.02
H -2.48880 -4.35447 -0.79549 0.00 0.00 0.00
H -0.43788 -5.28066 -1.82627 0.00 0.00 0.00
H 1.22840 -3.74566 -2.82571 0.00 0.00 0.00
H 0.88749 -1.32307 -2.73674 0.01 0.01 0.00
O 3.32507 3.62946 -3.12262 -0.03 -0.03 0.02
C 3.77401 2.40324 -3.42920 -0.01 0.00 -0.02
C 4.74971 2.30338 -4.42311 0.01 0.00 0.00
C 5.24523 1.07047 -4.78631 0.00 0.00 0.00
C 4.78567 -0.10016 -4.17741 -0.01 0.00 0.01
C 3.82158 -0.00966 -3.20041 0.00 -0.02 0.00
C 3.30446 1.23219 -2.81054 -0.01 0.03 0.02
C 2.26204 1.30539 -1.78608 0.05 -0.09 -0.20
O 1.79447 2.40058 -1.38078 -0.46 0.06 0.11
O 1.76228 0.22612 -1.29080 0.07 -0.06 0.11
H 2.65883 3.54174 -2.41225 0.03 0.03 -0.01
H 5.09968 3.21423 -4.88939 0.00 0.00 0.00
H 6.00359 1.01216 -5.55642 0.00 0.00 0.00
H 5.18460 -1.06161 -4.46895 0.00 0.00 0.00
H 3.45266 -0.89848 -2.70583 0.00 0.00 -0.01
C -1.81681 -2.08205 5.74974 0.00 -0.02 0.01
Si -1.01828 -0.92945 4.52096 0.05 -0.03 -0.06
C 0.57308 -0.23637 5.19856 0.02 0.03 0.02
C -2.21663 0.40152 4.00395 -0.03 0.01 0.07
C -0.64639 -1.95930 2.96495 -0.04 0.34 0.23
Te 0.62919 -1.22281 1.43380 -0.44 -0.40 -1.48
C 2.49542 -1.75621 2.30161 -0.01 0.38 0.21
Si 3.30869 -3.16236 1.30696 -0.10 0.02 0.01
C 3.66777 -2.48724 -0.39253 0.03 -0.04 -0.03
C 4.86160 -3.64190 2.21562 0.02 0.01 0.01
C 2.10640 -4.59049 1.22155 0.01 -0.04 -0.01
H -2.10327 -1.53697 6.65188 0.00 0.00 0.00
H -1.13752 -2.88236 6.04988 0.00 0.00 0.00
H -2.71914 -2.54165 5.34127 0.00 0.00 0.00
H 0.36625 0.37102 6.08284 0.01 0.01 0.00
H 1.09509 0.39545 4.47608 0.00 -0.01 -0.02
H 1.25439 -1.03370 5.50557 -0.01 0.00 0.00
H -2.40640 1.10679 4.81594 -0.01 -0.01 0.00
H -3.17510 -0.04302 3.72345 -0.01 0.01 0.00
H -1.84963 0.97341 3.15263 0.02 0.03 -0.06
H -1.57310 -2.20538 2.44027 0.03 -0.05 -0.01
H -0.14005 -2.89719 3.21260 -0.03 -0.01 -0.03
H 2.27741 -2.02641 3.33699 0.02 0.02 0.00
H 3.12371 -0.86485 2.31966 0.02 -0.02 0.04
H 4.33126 -1.62038 -0.34363 0.00 0.00 0.00
H 2.74956 -2.17503 -0.89527 -0.01 0.00 0.02
H 4.15262 -3.24330 -1.01503 0.00 0.00 0.01
H 5.55527 -2.80234 2.29012 0.00 0.00 0.00
H 5.37576 -4.45103 1.69255 0.00 0.00 0.00
H 4.64041 -3.98853 3.22692 0.00 0.00 0.00
H 1.18357 -4.31825 0.70298 0.00 0.01 0.00
H 1.84796 -4.96094 2.21665 0.00 0.00 0.00
H 2.55283 -5.42260 0.67176 0.00 -0.01 0.01